{"formula": "C49H88N4O21", "method": "wB97M-V/def2-TZVPD", "elements": ["O", "C", "O", "C", "C", "C", "H", "H", "H", "H", "H", "H", "H", "H", "O", "C", "O", "C", "C", "C", "H", "H", "H", "H", "H", "H", "H", "H", "O", "C", "O", "C", "C", "C", "H", "H", "H", "H", "H", "H", "H", "H", "O", "C", "O", "C", "C", "C", "H", "H", "H", "H", "H", "H", "H", "H", "O", "C", "O", "C", "C", "C", "H", "H", "H", "H", "H", "H", "H", "H", "O", "C", "O", "C", "C", "C", "H", "H", "H", "H", "H", "H", "H", "H", "C", "C", "C", "C", "N", "H", "H", "H", "H", "H", "H", "H", "C", "C", "C", "C", "N", "H", "H", "H", "H", "H", "H", "H", "C", "C", "C", "C", "N", "H", "H", "H", "H", "H", "H", "H", "C", "C", "C", "C", "N", "H", "H", "H", "H", "H", "H", "H", "C", "C", "O", "C", "O", "O", "H", "H", "H", "H", "C", "C", "O", "C", "O", "O", "H", "H", "H", "H", "C", "C", "O", "C", "O", "O", "H", "H", "H", "H"], "xyz": [[27.376331, -23.464955, -3.995722], [26.758085, -23.147545, -5.036007], [27.230939, -23.172067, -6.235677], [28.626736, -23.305397, -6.426719], [28.771905, -23.192951, -7.942933], [25.353386, -22.665991, -4.940192], [29.143106, -24.140205, -5.952850], [29.097386, -22.441026, -5.958269], [28.537651, -22.195207, -8.314047], [28.107141, -23.828370, -8.528116], [29.796391, -23.444433, -8.217330], [25.134635, -21.871332, -5.653476], [25.195879, -22.170706, -3.982078], [24.694279, -23.516669, -5.113451], [24.038810, -24.365545, -2.893661], [24.502246, -24.322555, -1.744713], [24.461766, -25.326724, -0.891098], [24.050353, -26.575849, -1.313018], [24.079452, -27.474729, -0.079343], [24.968730, -23.032572, -1.120091], [24.680591, -26.906399, -2.138629], [23.034414, -26.518905, -1.703808], [25.078030, -27.751512, 0.258793], [23.561998, -28.416792, -0.260641], [23.419789, -27.037613, 0.670240], [24.773210, -22.122580, -1.687364], [26.027950, -23.155887, -0.894359], [24.413888, -23.037561, -0.181890], [20.262568, -22.849108, 4.694823], [20.892122, -23.403655, 3.821755], [21.413921, -22.837814, 2.727567], [21.486242, -21.414240, 2.552321], [22.652779, -21.026462, 1.533122], [20.950659, -24.946760, 3.844003], [21.576114, -20.905966, 3.512368], [20.508436, -21.094303, 2.192254], [22.394378, -20.143996, 0.947823], [22.846674, -21.945693, 0.980379], [23.507707, -20.776763, 2.161493], [21.967822, -25.337346, 3.813409], [20.420062, -25.251196, 2.941849], [20.500132, -25.337875, 4.756229], [29.523743, -23.503431, -0.477857], [29.483622, -22.319307, -0.371190], [29.782767, -21.613424, 0.758528], [30.046449, -22.217584, 2.046023], [30.677346, -21.167111, 2.957442], [29.281949, -21.421857, -1.532184], [30.695582, -23.087869, 1.949485], [29.130854, -22.586848, 2.508005], [30.886221, -21.583761, 3.942769], [30.043971, -20.280955, 2.998093], [31.604025, -20.839484, 2.486259], [28.354000, -20.852643, -1.477425], [29.313294, -22.004702, -2.452734], [30.156925, -20.787754, -1.675126], [24.962963, -17.211987, 5.179225], [24.506824, -16.094087, 5.141340], [23.240189, -15.734011, 4.942540], [22.241810, -16.805014, 4.818887], [20.871138, -16.249457, 4.726620], [25.473504, -14.922094, 5.096698], [22.338588, -17.414576, 5.717315], [22.463963, -17.387388, 3.924690], [20.260509, -17.150928, 4.777524], [20.657710, -15.632772, 3.853548], [20.568393, -15.721548, 5.630924], [26.443813, -15.346564, 4.838982], [25.477579, -14.329020, 6.011216], [25.311615, -14.297281, 4.218345], [22.753371, -18.996332, -3.552962], [22.519851, -20.151620, -3.780015], [22.808505, -20.790278, -4.965560], [23.203331, -20.076527, -6.124807], [21.944500, -19.538962, -6.845512], [21.863739, -21.043471, -2.759206], [23.738243, -20.747353, -6.797093], [23.903339, -19.304343, -5.805706], [21.482233, -18.670087, -6.377033], [21.129447, -20.251192, -6.974078], [22.234416, -19.203151, -7.841132], [20.815133, -21.239268, -2.983227], [21.958118, -20.718615, -1.723034], [22.403651, -21.983609, -2.872045], [20.393323, -16.818572, 0.113374], [20.031875, -18.151334, 0.650928], [18.634194, -18.256305, 1.193605], [18.316606, -17.340901, 2.274899], [18.023041, -16.673790, 3.141159], [21.316478, -16.934176, -0.454536], [20.485498, -16.059326, 0.890009], [19.718346, -16.452085, -0.660054], [20.661420, -18.284601, 1.530703], [20.276181, -18.957015, -0.041381], [18.489328, -19.232436, 1.656515], [17.926171, -18.006486, 0.403423], [22.138553, -13.586331, -2.550591], [23.085136, -14.778772, -2.611237], [23.523212, -15.156141, -4.068290], [22.369088, -15.550799, -4.932005], [21.474018, -15.871648, -5.596768], [21.767901, -13.515570, -1.527992], [21.272613, -13.643312, -3.210132], [22.654879, -12.669122, -2.833834], [22.686674, -15.677630, -2.140725], [23.990318, -14.495912, -2.073900], [24.225196, -15.989945, -4.078200], [24.041275, -14.293104, -4.486468], [25.823832, -19.143026, -2.610975], [25.756031, -18.557124, -1.176713], [24.345147, -18.203681, -0.812523], [24.096252, -17.764497, 0.554376], [23.986714, -17.395909, 1.652024], [26.805078, -19.597947, -2.746238], [25.677175, -18.419044, -3.412512], [25.114397, -19.947773, -2.803810], [26.354620, -17.649413, -1.253235], [26.190194, -19.288306, -0.494818], [23.660826, -19.035186, -0.981053], [24.024833, -17.413853, -1.491985], [23.098981, -13.857649, 1.634941], [23.862159, -12.708365, 0.943176], [25.496851, -12.874736, 0.801286], [25.746225, -14.218552, 0.190493], [26.007616, -15.235859, -0.282754], [23.337301, -14.021808, 2.685825], [23.318601, -14.705208, 0.985705], [22.024512, -13.691316, 1.557778], [23.541180, -11.784449, 1.424264], [23.571285, -12.680761, -0.106928], [26.030070, -12.649253, 1.724821], [25.886284, -12.152072, 0.084208], [27.517047, -16.429170, 2.311321], [27.284256, -17.811876, 2.826922], [28.038027, -17.745791, 4.073999], [28.937073, -16.765111, 4.079502], [29.712745, -16.509647, 5.026956], [28.697286, -16.042110, 2.932646], [26.712562, -15.702896, 2.427277], [27.741600, -16.501177, 1.247138], [27.685642, -18.545593, 2.127895], [26.227153, -18.037524, 2.967366], [28.388409, -18.827238, -7.435675], [28.608820, -17.657191, -6.494140], [28.857478, -18.325295, -5.288346], [28.726138, -19.666229, -5.364400], [28.857387, -20.495317, -4.466883], [28.340072, -19.930779, -6.580647], [29.164281, -19.003740, -8.180629], [27.445247, -18.771961, -7.979282], [27.667711, -17.117346, -6.389390], [29.361781, -16.952207, -6.846484], [29.629349, -17.545318, -1.544783], [29.883970, -16.156732, -1.077203], [30.610878, -16.389653, 0.136530], [30.519485, -17.718055, 0.504890], [30.976044, -18.201417, 1.551623], [29.840872, -18.363616, -0.411472], [30.168281, -17.762204, -2.467072], [28.552868, -17.614166, -1.701447], [28.977722, -15.589726, -0.864315], [30.637749, -15.723643, -1.734731]], "atomic_forces_ev_per_a": [[-0.816, 0.540, -2.675], [0.562, -0.291, 4.774], [0.035, -0.352, -1.007], [0.793, 1.000, -0.973], [0.569, -0.261, -0.131], [-0.267, 0.736, -0.426], [-0.770, -0.544, -0.191], [-0.020, 0.105, 0.028], [0.170, 0.201, 0.341], [-0.013, -0.426, 0.415], [0.044, 0.103, -0.157], [0.179, -0.343, -0.437], [-0.046, -0.724, 0.122], [-0.229, 0.268, 0.290], [0.876, -0.586, 2.050], [-1.762, 1.331, -3.026], [1.101, 1.542, 0.960], [-0.595, -1.721, -0.282], [-0.694, -0.510, -0.538], [0.108, -0.996, 0.704], [0.107, -0.185, 0.081], [-0.101, 0.059, -0.050], [-0.082, 0.498, 0.222], [0.116, -0.160, -0.507], [0.591, 0.319, 0.380], [-0.001, -0.430, -0.182], [0.074, 0.291, 0.062], [0.247, 0.488, 0.240], [0.728, 0.738, -0.668], [-1.300, -1.004, 1.247], [0.933, -0.367, -0.222], [-0.161, 0.886, -0.487], [-1.169, -0.930, 2.150], [0.589, 0.837, -0.483], [0.347, -0.222, 0.100], [-0.044, -0.019, -0.338], [-0.101, -0.295, -0.148], [0.105, 0.403, -0.413], [0.233, -0.065, -0.321], [0.066, 0.166, -0.294], [0.004, -0.392, 0.111], [-0.237, 0.344, -0.251], [-0.219, -1.256, 0.637], [1.048, 0.702, 0.721], [-0.418, 0.129, 0.031], [0.051, -0.300, 0.242], [0.018, -0.037, -1.103], [0.336, 0.167, -1.137], [0.097, 0.036, -0.308], [-0.321, 0.051, -0.309], [-0.133, 0.079, -0.037], [-0.029, -0.096, 0.310], [0.126, 0.042, 0.217], [0.200, 0.147, 0.023], [-0.621, -0.269, 0.235], [-0.229, 0.499, 0.542], [-1.099, -0.206, 0.318], [1.338, 0.226, -1.105], [-0.572, -0.310, 0.079], [1.163, 0.290, 0.241], [-0.582, -0.067, 0.746], [0.141, -0.110, -0.568], [0.047, -0.209, -0.170], [0.330, -0.055, 0.115], [-0.457, 0.132, -0.573], [0.028, -0.255, -0.005], [0.233, 0.335, -0.031], [0.131, -0.066, 0.841], [0.111, -0.035, -0.149], [-0.703, 0.338, 0.205], [0.344, 0.539, -0.473], [-0.298, 0.215, -0.564], [-0.581, -0.712, 1.715], [-1.061, 0.883, -0.189], [0.431, 0.591, -0.159], [0.622, -1.095, -0.580], [-0.123, -0.302, 0.345], [-0.138, 0.350, -0.240], [0.306, 0.042, 0.348], [0.404, -0.464, 0.129], [0.029, -0.021, -0.121], [0.057, 0.119, -0.173], [0.105, 0.420, -0.296], [-0.246, -0.422, 0.244], [0.334, 0.763, -1.314], [0.659, -0.309, 1.341], [-0.598, -0.074, -0.142], [0.641, -0.733, -1.203], [-0.528, 1.308, 1.545], [0.414, 0.307, 0.355], [0.111, -0.022, -0.071], [-0.463, 0.021, 0.126], [0.451, -0.379, -0.023], [-0.345, -0.031, -0.073], [-0.361, -0.275, -0.541], [-0.307, -0.586, -0.055], [-0.145, -0.212, 0.043], [0.296, -0.195, -1.038], [-0.749, 0.084, 0.378], [-0.376, -0.049, -0.331], [1.141, 0.414, 0.867], [-0.042, 0.316, -0.006], [-0.020, -0.353, -0.025], [0.099, 0.073, 0.186], [-0.215, 0.126, 0.081], [0.107, -0.252, 0.046], [-0.011, -0.054, 0.140], [-0.145, -0.020, -0.320], [0.251, -0.523, 0.284], [0.555, -0.425, -1.379], [-0.994, 0.187, -0.116], [0.519, 0.834, 1.764], [-0.064, -0.598, -1.541], [0.150, 0.101, -0.134], [-0.079, 0.258, 0.178], [-0.166, 0.011, 0.235], [0.086, -0.023, 0.734], [0.084, 0.195, 0.170], [0.037, -0.172, -0.198], [-0.238, 0.080, 0.042], [0.624, 0.170, -1.148], [1.114, -0.179, 0.047], [-2.202, -0.263, -0.164], [0.616, 0.625, 0.819], [-0.309, 0.435, -0.046], [0.226, -0.131, -0.166], [-0.122, -0.667, 0.664], [-0.009, 0.205, 0.019], [0.691, 0.314, -0.198], [-0.399, 0.165, 0.063], [0.013, -0.746, 0.093], [-0.253, 0.103, -0.098], [-0.037, -0.253, -1.677], [-0.076, 0.129, 0.602], [-0.544, -1.696, 0.269], [0.814, 1.112, 2.203], [-2.623, -0.791, -4.073], [2.095, 1.315, 1.427], [-0.014, -0.057, 0.417], [-0.204, 0.303, -0.149], [0.445, -0.217, 0.386], [0.212, 0.025, 0.648], [-0.183, 0.181, -1.317], [-1.203, -0.101, -0.875], [1.389, 0.641, 2.294], [-0.023, -1.064, 2.243], [-0.137, 2.593, -2.114], [-0.524, -2.223, -1.186], [0.221, 0.171, 0.140], [-0.019, 0.044, 0.094], [0.055, 0.218, 0.144], [0.370, -0.286, 0.561], [-2.411, -0.021, -0.577], [1.678, 0.098, 0.665], [0.227, -0.650, 1.148], [1.769, 0.418, 3.496], [-1.483, 1.679, -3.389], [0.194, -1.396, -0.791], [0.237, -0.772, 0.438], [0.069, -0.380, -0.709], [0.252, 0.262, -0.179], [-0.661, 0.818, -0.089]], "fmax_ev_per_a": 4.909, "homo_ev": -9.7, "gap_ev": 9.353}